105
Properties=species:S:1:pos:R:3 method="wB97M-V/def2-TZVPD" charge=+3 multiplicity=6 homo_energy_ev="-15.50 / -15.51"
Sm 1.209 0.226 2.222
C -4.388 -5.549 0.418
C -4.049 -4.874 1.755
N -3.294 -3.601 1.685
C -1.965 -3.570 1.998
C -1.282 -2.413 2.088
C 0.122 -2.128 2.469
O 0.882 -1.867 1.496
O 0.489 -1.798 3.626
C -1.890 -1.183 1.796
O -1.230 -0.131 1.954
C -3.256 -1.179 1.461
C -3.906 -0.045 0.986
C -5.203 -0.085 0.499
F -5.775 1.023 -0.079
C -5.870 -1.350 0.465
C -5.212 -2.515 0.767
C -3.945 -2.434 1.271
N -7.127 -1.396 -0.125
C -8.124 -0.570 0.522
C -9.040 -0.093 -0.566
N -9.662 -1.248 -1.338
C -8.681 -2.317 -1.767
C -7.716 -2.654 -0.640
H -5.233 -6.233 0.419
H -3.544 -6.023 -0.092
H -4.710 -4.794 -0.338
H -3.512 -5.635 2.387
H -4.973 -4.725 2.286
H -1.445 -4.521 2.243
H -3.269 0.800 0.819
H -5.680 -3.428 0.688
H -7.675 0.304 1.018
H -8.679 -1.093 1.340
H -8.461 0.471 -1.300
H -9.909 0.475 -0.253
H -10.245 -0.886 -2.112
H -10.374 -1.667 -0.718
H -8.143 -2.052 -2.699
H -9.248 -3.223 -1.906
H -6.993 -3.201 -1.154
H -8.247 -3.250 0.129
C 3.861 -1.084 5.314
S 2.993 0.494 5.546
C 1.605 0.072 6.627
O 2.254 0.648 4.197
H 4.345 -1.272 6.243
H 4.526 -0.959 4.457
H 3.149 -1.779 5.001
H 1.982 -0.036 7.619
H 1.077 -0.784 6.194
H 1.007 1.025 6.521
O 2.612 0.916 0.667
P 3.468 1.342 -0.569
C 4.561 0.085 -1.166
C 3.912 -1.160 -1.854
C 4.997 -2.262 -1.881
C 6.367 -1.809 -2.368
C 6.279 -0.445 -2.907
C 5.676 0.697 -2.046
C 2.291 1.975 -1.803
C 2.665 2.013 -3.277
C 1.477 1.797 -4.237
C 0.175 2.457 -3.764
C -0.251 1.954 -2.446
C 0.920 1.258 -1.652
C 4.483 2.714 0.090
C 3.764 3.445 1.187
C 4.482 4.771 1.606
C 4.437 5.825 0.458
C 4.319 5.082 -0.913
C 5.043 3.733 -1.033
H 5.000 -0.398 -0.282
H 3.599 -0.841 -2.820
H 2.970 -1.485 -1.340
H 4.649 -3.058 -2.522
H 5.077 -2.795 -0.918
H 6.752 -2.486 -3.138
H 7.022 -1.803 -1.475
H 5.730 -0.590 -3.885
H 7.242 -0.104 -3.105
H 5.298 1.490 -2.604
H 6.524 1.093 -1.451
H 2.040 3.015 -1.473
H 3.480 1.337 -3.516
H 3.079 2.976 -3.489
H 1.378 0.745 -4.396
H 1.840 2.164 -5.215
H -0.636 2.439 -4.449
H 0.480 3.517 -3.679
H -0.990 1.174 -2.541
H -0.658 2.703 -1.762
H 1.016 0.294 -2.079
H 0.576 1.166 -0.603
H 5.420 2.286 0.514
H 3.650 2.842 2.061
H 2.722 3.797 0.881
H 5.541 4.481 1.853
H 4.120 5.108 2.594
H 5.319 6.442 0.482
H 3.615 6.458 0.615
H 4.651 5.724 -1.715
H 3.306 4.883 -1.119
H 6.090 3.834 -0.976
H 4.877 3.313 -1.979

***

132
Properties=species:S:1:pos:R:3 method="wB97M-V/def2-TZVPD" charge=+1 relative_energy_kcal_mol=0.0 homo_energy_ev=-6.75
C 2.976 4.451 -2.319
C 4.242 4.956 -1.573
C 4.138 4.928 -0.034
O 4.824 3.812 0.587
C 4.041 2.913 1.225
C 3.344 3.460 2.498
C 3.919 4.749 3.141
O 3.139 5.500 3.639
Cl 5.624 5.168 3.203
O 2.900 2.458 0.338
S 3.371 1.372 -0.826
O 2.231 1.128 -1.643
O 4.493 1.750 -1.595
C 3.651 -0.131 0.111
C 4.685 -1.061 -0.561
C 4.372 -1.309 -2.055
C 3.674 -2.683 -2.288
S 2.765 -2.631 -3.868
C 1.354 -1.618 -3.473
S 1.214 -0.143 -4.068
N 0.304 -2.113 -2.623
C -0.958 -1.604 -2.602
C -1.678 -2.310 -1.699
N -0.815 -3.237 -1.170
C 0.354 -3.122 -1.716
C 4.077 0.347 1.555
Cl 5.106 -0.893 2.294
O 2.874 0.555 2.321
C 2.161 -0.582 2.848
C 0.781 0.048 2.943
C 0.193 0.123 1.513
O -0.059 -0.521 3.900
C 4.938 1.658 1.498
S 5.836 1.807 3.088
H 3.267 3.593 -2.934
H 2.606 5.192 -3.029
H 2.209 4.121 -1.614
H 5.164 4.448 -1.862
H 4.351 6.016 -1.826
H 3.107 5.065 0.316
H 4.670 5.822 0.312
H 2.310 3.734 2.205
H 3.241 2.718 3.299
H 2.698 -0.675 0.162
H 4.654 -2.025 -0.051
H 5.667 -0.591 -0.459
H 3.805 -0.507 -2.528
H 5.331 -1.389 -2.573
H 3.011 -2.916 -1.448
H 4.444 -3.455 -2.344
H -1.300 -0.790 -3.222
H -2.719 -2.192 -1.447
H 1.188 -3.762 -1.485
H 2.135 -1.444 2.176
H 2.475 -0.889 3.846
H 0.965 1.087 3.294
H -0.872 0.345 1.503
H 0.440 -0.804 0.982
H 0.804 0.929 0.935
H -0.109 -1.478 3.793
H 5.746 1.555 0.768
H 4.854 1.569 4.004
C 4.813 2.424 -4.766
C 4.554 1.277 -5.800
O 5.086 0.162 -5.306
H 5.879 2.585 -4.611
H 4.383 3.359 -5.143
H 4.347 2.202 -3.804
H 4.953 1.662 -6.762
H 3.455 1.290 -5.975
C -9.369 -4.554 1.416
O -8.135 -4.879 0.803
C -8.008 -4.343 -0.503
C -6.563 -4.014 -0.809
O -6.086 -2.828 -0.177
C -5.903 -2.861 1.231
C -4.738 -3.713 1.688
O -5.046 -5.105 1.612
C -3.938 -5.889 1.308
H -10.197 -5.062 0.914
H -9.324 -4.885 2.451
H -9.536 -3.471 1.409
H -8.616 -3.439 -0.616
H -8.363 -5.100 -1.214
H -6.491 -3.811 -1.880
H -5.907 -4.862 -0.605
H -6.824 -3.137 1.744
H -5.681 -1.828 1.512
H -4.507 -3.483 2.735
H -3.859 -3.480 1.068
H -3.452 -5.524 0.387
H -4.273 -6.909 1.131
H -3.221 -5.887 2.148
C -0.894 2.342 -1.063
C -1.599 2.894 -2.279
C -2.870 3.643 -1.981
O -3.613 3.468 -3.197
C -3.201 2.295 -3.745
O -3.744 1.745 -4.645
O -2.091 1.829 -3.116
H -0.388 3.139 -0.516
H -1.602 1.845 -0.392
H -0.156 1.592 -1.355
H -0.908 3.498 -2.874
H -2.705 4.697 -1.772
H -3.443 3.200 -1.165
Be 2.247 1.731 1.382
F 7.710 0.046 2.656
Na -1.355 -5.036 0.377
B -6.374 1.725 1.959
O -5.271 0.997 1.302
C -4.221 1.806 1.240
O -3.162 1.517 0.760
C -4.593 3.138 1.861
O -3.881 4.088 1.961
O -5.861 3.068 2.273
O -7.570 1.810 1.057
C -8.600 1.219 1.681
O -9.691 1.130 1.208
C -8.126 0.715 3.029
O -8.792 0.142 3.829
O -6.830 1.023 3.164
Li -8.250 2.752 -0.715
O 9.086 1.278 0.342
H 8.302 1.250 0.903
H 9.551 0.473 0.587
C 4.103 -4.730 3.371
O 3.937 -4.238 2.039
H 3.142 -5.097 3.723
H 4.825 -5.547 3.385
H 4.446 -3.928 4.030
H 4.796 -3.919 1.746